273
Properties=species:S:1:pos:R:3 method="wB97M-V/def2-TZVPD" charge=+8 homo_lumo_gap_ev=7.118 energy_ev=-175307.4293 molar_mass_g_mol=1410.32
C -10.989 0.467 1.145
C -10.296 -0.142 2.413
C -8.857 0.230 2.349
N -8.001 -0.469 3.447
C -8.500 -0.467 4.847
C -6.597 0.119 3.402
C -5.710 -1.025 3.830
C -6.611 -2.323 3.792
C -7.851 -1.896 3.034
H -12.049 0.263 1.251
H -10.586 -0.074 0.296
H -10.823 1.534 1.055
H -10.505 -1.217 2.479
H -10.776 0.265 3.313
H -8.739 1.351 2.408
H -8.434 -0.116 1.411
H -7.702 -0.798 5.513
H -9.334 -1.098 4.929
H -8.765 0.576 5.099
H -6.589 0.987 4.078
H -6.432 0.377 2.361
H -5.368 -0.939 4.840
H -4.857 -1.162 3.196
H -6.895 -2.620 4.802
H -6.132 -3.186 3.417
H -8.752 -2.473 3.264
H -7.585 -1.931 1.974
C 4.193 -1.002 4.667
C 3.835 -1.543 6.049
C 2.801 -2.700 5.890
N 1.986 -2.940 7.126
C 1.093 -4.058 6.766
C 1.170 -1.795 7.719
C 1.003 -2.121 9.249
C 1.934 -3.268 9.578
C 2.886 -3.339 8.295
H 4.818 -1.736 4.116
H 4.895 -0.145 4.626
H 3.290 -0.725 4.105
H 3.558 -0.736 6.688
H 4.776 -1.961 6.490
H 3.269 -3.588 5.487
H 2.087 -2.307 5.159
H 1.645 -4.989 6.814
H 0.734 -3.765 5.781
H 0.223 -4.132 7.416
H 0.260 -1.679 7.120
H 1.753 -0.891 7.620
H -0.017 -2.410 9.529
H 1.280 -1.238 9.824
H 1.392 -4.202 9.673
H 2.470 -3.059 10.490
H 3.269 -4.363 8.235
H 3.683 -2.596 8.369
C -2.490 -5.882 2.209
C -1.843 -7.221 1.900
N -2.474 -7.966 0.773
C -3.701 -8.609 0.777
C -3.837 -9.211 -0.431
N -2.636 -8.945 -1.165
C -1.856 -8.217 -0.390
C -2.334 -9.530 -2.477
H -2.137 -5.104 1.508
H -2.152 -5.520 3.183
H -3.544 -5.844 2.342
H -1.821 -7.884 2.774
H -0.807 -7.073 1.543
H -4.226 -8.578 1.694
H -4.615 -9.883 -0.793
H -0.884 -7.848 -0.689
H -1.262 -9.764 -2.470
H -2.606 -8.928 -3.362
H -2.859 -10.513 -2.446
C -9.574 -2.379 -4.651
C -9.189 -2.878 -3.264
N -7.787 -2.582 -2.934
C -6.699 -3.428 -3.016
C -5.591 -2.759 -2.577
N -6.008 -1.456 -2.294
C -7.297 -1.449 -2.418
C -5.198 -0.358 -1.865
H -9.588 -1.285 -4.695
H -10.596 -2.656 -4.847
H -8.796 -2.740 -5.319
H -9.231 -3.944 -3.137
H -9.790 -2.461 -2.450
H -6.597 -4.456 -3.341
H -4.604 -3.115 -2.320
H -7.950 -0.585 -2.229
H -4.597 0.005 -2.705
H -4.548 -0.509 -0.975
H -5.881 0.435 -1.592
C 6.614 2.274 -1.650
C 6.725 2.786 -3.078
C 6.392 4.272 -3.154
C 4.905 4.617 -2.946
N 4.580 6.077 -3.155
C 3.130 6.282 -2.698
C 2.290 5.915 -3.869
C 3.090 6.468 -5.072
C 4.580 6.352 -4.639
C 5.580 6.984 -2.418
C 5.609 6.708 -0.936
C 6.394 7.803 -0.177
H 5.698 2.557 -1.158
H 7.414 2.669 -1.009
H 6.759 1.186 -1.618
H 5.988 2.264 -3.693
H 7.709 2.576 -3.505
H 6.573 4.730 -4.158
H 7.015 4.857 -2.438
H 4.578 4.330 -1.933
H 4.321 4.055 -3.673
H 3.075 7.362 -2.618
H 2.865 5.727 -1.825
H 1.259 6.288 -3.681
H 2.052 4.870 -3.943
H 2.768 7.494 -5.267
H 2.868 5.950 -6.001
H 5.147 7.270 -4.900
H 5.005 5.486 -5.153
H 5.277 8.003 -2.634
H 6.523 6.907 -2.986
H 5.994 5.745 -0.653
H 4.558 6.702 -0.559
H 6.625 7.513 0.824
H 5.874 8.758 -0.276
H 7.336 7.901 -0.671
C -2.374 5.144 -8.918
C -1.097 4.422 -8.476
C -1.019 2.912 -8.580
C -2.104 2.226 -7.827
N -2.125 0.705 -7.929
C -0.838 0.131 -7.399
C -0.260 -0.816 -8.518
C -0.939 -0.400 -9.820
C -2.334 0.123 -9.351
C -3.256 0.194 -7.074
C -4.696 0.549 -7.359
C -5.611 -0.074 -6.221
H -2.296 6.221 -8.689
H -3.262 4.805 -8.344
H -2.612 4.999 -9.970
H -0.853 4.674 -7.418
H -0.274 4.972 -8.972
H -0.009 2.587 -8.197
H -1.145 2.631 -9.652
H -3.062 2.615 -8.102
H -1.922 2.440 -6.749
H -1.000 -0.348 -6.462
H -0.160 0.977 -7.264
H -0.440 -1.875 -8.241
H 0.817 -0.642 -8.547
H -0.986 -1.237 -10.544
H -0.394 0.386 -10.372
H -3.105 -0.615 -9.299
H -2.836 0.864 -9.979
H -3.036 0.574 -6.071
H -3.127 -0.876 -7.092
H -5.030 0.217 -8.340
H -4.842 1.630 -7.379
H -6.665 0.181 -6.402
H -5.274 0.278 -5.242
H -5.565 -1.173 -6.286
C 7.260 -2.395 -0.094
C 6.131 -3.324 0.303
C 5.396 -3.875 -0.946
C 6.237 -4.968 -1.543
N 5.446 -5.782 -2.578
C 4.350 -6.670 -1.905
C 4.230 -7.946 -2.767
C 5.467 -7.925 -3.716
C 6.388 -6.798 -3.221
C 4.781 -4.896 -3.582
C 5.753 -3.948 -4.240
C 5.160 -3.236 -5.475
H 7.181 -1.958 -1.074
H 8.225 -2.855 -0.158
H 7.425 -1.536 0.541
H 5.353 -2.901 0.979
H 6.679 -4.118 0.852
H 5.257 -3.076 -1.670
H 4.443 -4.276 -0.645
H 6.548 -5.760 -0.867
H 7.044 -4.556 -2.120
H 3.449 -6.137 -1.729
H 4.791 -6.994 -0.947
H 3.282 -8.059 -3.277
H 4.335 -8.793 -2.063
H 5.159 -7.820 -4.733
H 5.936 -8.899 -3.716
H 7.052 -6.354 -3.948
H 6.959 -7.195 -2.393
H 3.915 -4.387 -3.120
H 4.399 -5.586 -4.339
H 6.604 -4.510 -4.626
H 6.303 -3.297 -3.542
H 4.380 -2.543 -5.239
H 4.775 -3.976 -6.185
H 6.006 -2.841 -5.993
C 5.000 3.665 2.345
C 3.593 3.130 2.136
C 3.633 1.790 1.423
C 2.184 1.299 1.220
N 2.038 0.119 0.364
C 0.515 -0.171 0.091
C 0.432 -1.646 -0.185
C 1.692 -2.256 0.449
C 2.491 -1.146 1.094
C 2.713 0.043 -0.949
C 2.440 1.099 -2.025
C 3.338 0.745 -3.189
H 5.026 4.530 3.027
H 5.407 3.976 1.368
H 5.651 2.891 2.693
H 3.004 3.789 1.510
H 3.011 3.124 3.035
H 4.367 1.130 1.895
H 4.067 1.893 0.424
H 1.579 2.061 0.747
H 1.660 0.972 2.128
H 0.202 0.473 -0.739
H -0.066 0.027 1.015
H 0.323 -1.795 -1.246
H -0.485 -1.989 0.329
H 2.293 -2.754 -0.324
H 1.392 -2.985 1.197
H 3.568 -1.351 1.070
H 2.161 -0.963 2.133
H 2.383 -0.925 -1.313
H 3.766 -0.186 -0.742
H 2.596 2.172 -1.676
H 1.395 1.108 -2.365
H 4.443 0.787 -3.034
H 3.096 1.302 -4.070
H 3.199 -0.279 -3.474
C -5.428 6.665 7.485
C -4.178 6.016 8.045
C -2.968 6.249 7.126
C -1.647 5.721 7.625
N -0.671 5.307 6.519
C -0.270 6.411 5.567
C 0.009 5.676 4.281
C -1.073 4.597 4.133
C -1.337 4.234 5.636
C 0.532 4.661 7.132
C 0.210 3.485 8.101
C 1.560 2.812 8.438
H -5.318 7.762 7.353
H -6.273 6.523 8.136
H -5.688 6.297 6.494
H -4.287 4.966 8.307
H -3.963 6.533 8.944
H -2.957 7.370 7.005
H -3.116 5.886 6.104
H -1.860 4.874 8.206
H -1.187 6.441 8.309
H 0.537 6.924 6.038
H -1.120 7.114 5.460
H 0.989 5.151 4.318
H 0.162 6.389 3.431
H -0.682 3.732 3.586
H -1.981 5.002 3.679
H -0.838 3.307 5.899
H -2.370 4.192 5.813
H 1.136 5.407 7.637
H 1.163 4.225 6.327
H -0.467 2.731 7.710
H -0.302 3.794 9.047
H 2.331 3.618 8.610
H 1.967 2.121 7.648
H 1.464 2.251 9.386
Br -0.672 -0.904 3.614